Density functional theory data (wB97M-V/def2-TZVPD) for a cluster of 2 separate species, C5H13NS in total at a distorted geometry.

```
! wB97M-V def2-TZVPD RIJCOSX def2/J DEFGRID3
* xyz 0 1
C 0.565 -1.211 -0.426
C -0.046 -1.373 0.968
C 0.302 -0.147 1.869
S 2.016 0.223 1.961
C 0.397 0.186 -1.014
N -1.024 0.516 -1.088
C -1.185 1.949 -1.461
H 0.081 -1.914 -1.046
H 1.609 -1.450 -0.285
H 0.248 -2.374 1.276
H -1.139 -1.380 0.958
H -0.260 0.687 1.413
H -0.174 -0.329 2.821
H 2.173 -1.510 2.846
H 0.753 0.977 -0.355
H 0.905 0.334 -2.008
H -1.524 0.011 -1.842
H -1.060 2.054 -2.554
H -0.405 2.535 -0.942
H -2.232 2.216 -1.091
*
```

## Properties
- HOMO: -8.88 eV